The following is a DFT calculation (ωB97M-V/def2-TZVPD) of a molecular structure, C4H6O2.

XYZ file:
```
12
Properties=species:S:1:pos:R:3:mulliken_charge:R:1
O 2.319 -1.347 0.144 -0.469
C 1.328 -0.754 0.493 -0.246
C 0.328 -0.121 -0.422 0.270
C -1.136 -0.531 -0.171 -0.462
O -1.561 0.816 0.078 -0.394
C -0.207 1.264 -0.022 -0.453
H 1.063 -0.655 1.568 0.314
H 0.663 -0.214 -1.463 0.362
H -1.526 -0.948 -1.092 0.252
H -1.343 -1.160 0.712 0.302
H 0.174 1.602 0.948 0.275
H -0.103 2.048 -0.773 0.250
```

## Properties
HOMO level, Eh: -0.37038
ΔE to the lowest compared entry with this formula, charge and spin, kJ/mol: 196.07
Charge: 0

The following is a DFT calculation (ωB97M-V/def2-TZVPD) of a molecular structure, C25H27Br54FNO8P2.

XYZ file:
```
118
Properties=species:S:1:pos:R:3:mulliken_charge:R:1
O 1.322 1.746 1.320 -0.481
C 1.515 1.665 0.065 -0.875
O 2.700 2.264 -0.443 -0.321
P 2.664 2.389 -2.144 0.867
O 2.818 1.055 -2.878 -0.451
O 1.304 3.294 -2.606 -0.392
O 4.040 3.329 -2.568 -0.609
C 0.452 0.857 -0.794 1.292
C 0.837 -0.600 -1.220 -0.455
C -0.198 -1.422 -2.027 -0.212
F 0.116 -2.762 -2.399 -0.238
N -1.492 -0.917 -2.394 0.869
C -1.876 0.447 -2.018 -0.860
C -0.967 1.409 -1.214 1.008
C -1.354 2.891 -0.749 -0.550
P -2.882 3.629 -1.577 1.010
O -3.150 4.977 -0.860 -0.676
O -4.304 2.705 -1.404 -0.485
O -2.578 4.064 -3.221 -0.425
H 1.274 4.055 -1.976 0.355
H 4.043 3.317 -3.565 0.361
H 1.836 -1.093 -0.960 0.365
H -2.170 -1.523 -2.914 -0.076
H -2.931 0.759 -2.350 0.253
H -1.512 2.928 0.383 0.289
H -0.473 3.597 -0.976 0.023
H -4.129 1.860 -0.927 0.318
H -2.068 3.339 -3.661 0.292
C 0.697 2.875 -6.633 -0.392
Br 1.263 4.722 -6.802 -0.038
Br 1.608 1.973 -5.177 0.509
Br -1.233 2.724 -6.479 -0.045
H 0.985 2.368 -7.553 0.148
C 2.219 -5.665 -3.081 -0.006
Br 3.464 -6.627 -1.947 0.074
Br 2.923 -5.411 -4.871 -0.017
Br 0.469 -6.503 -3.106 -0.032
H 2.092 -4.675 -2.646 -0.014
C -3.812 -1.988 -6.158 -0.363
Br -3.254 -0.133 -6.285 0.056
Br -2.968 -2.894 -4.661 -0.095
Br -5.742 -2.161 -6.107 0.004
H -3.471 -2.486 -7.065 0.409
C -3.643 1.649 3.593 0.650
Br -5.099 1.143 4.769 -0.015
Br -3.549 0.504 2.025 -0.136
Br -3.723 3.525 3.110 0.007
H -2.718 1.500 4.149 -0.611
C 0.146 1.249 5.843 -0.318
Br 1.560 0.387 6.848 -0.035
Br 0.639 1.504 3.975 0.370
Br -1.535 0.303 6.078 0.413
H 0.013 2.245 6.265 0.146
C -1.345 -2.859 3.201 0.545
Br 0.102 -2.370 4.387 0.042
Br -3.077 -2.604 4.037 -0.051
Br -1.232 -1.935 1.507 0.157
H -1.243 -3.924 2.995 -0.647
C 0.627 -1.702 -6.362 -0.340
Br 2.446 -2.351 -6.202 0.023
Br -0.052 -1.052 -4.663 0.317
Br 0.454 -0.378 -7.769 -0.041
H 0.007 -2.551 -6.648 0.418
C -3.425 3.712 7.224 0.645
Br -1.634 4.460 7.242 -0.054
Br -3.598 2.232 8.465 0.016
Br -4.777 5.069 7.522 -0.017
H -3.592 3.311 6.224 -0.620
C -8.559 1.298 -7.137 -0.355
Br -9.399 1.300 -5.389 -0.008
Br -6.623 1.267 -7.006 0.008
Br -9.227 -0.138 -8.257 -0.010
H -8.831 2.234 -7.623 0.350
C 5.426 0.876 -7.379 0.167
Br 3.848 1.628 -8.222 -0.012
Br 5.567 1.398 -5.515 0.084
Br 5.512 -1.049 -7.596 -0.033
H 6.290 1.294 -7.893 -0.188
C -0.096 1.695 10.303 0.304
Br 1.527 2.596 9.733 -0.076
Br 0.215 -0.182 10.681 -0.014
Br -0.937 2.602 11.797 -0.036
H -0.796 1.741 9.469 -0.213
C 4.444 -0.343 2.199 -0.233
Br 6.262 0.305 2.395 -0.022
Br 4.097 -1.880 3.332 -0.039
Br 3.134 1.063 2.483 0.024
H 4.334 -0.676 1.167 0.239
C 6.822 -4.141 1.002 -0.004
Br 7.607 -3.812 2.745 -0.015
Br 4.902 -4.389 1.111 0.113
Br 7.299 -2.761 -0.277 -0.051
H 7.243 -5.075 0.634 -0.021
C -0.892 -7.554 3.426 -0.363
Br -1.596 -6.792 5.065 -0.022
Br -0.657 -6.206 2.050 -0.045
Br 0.738 -8.556 3.736 0.007
H -1.635 -8.260 3.057 0.386
C -7.151 7.894 5.136 -0.347
Br -7.744 8.006 6.980 -0.017
Br -5.218 7.972 4.996 -0.020
Br -7.875 6.333 4.239 -0.007
H -7.544 8.769 4.621 0.369
C 8.795 3.712 -7.395 -0.342
Br 9.191 3.373 -5.526 0.001
Br 8.864 2.086 -8.453 -0.021
Br 7.110 4.648 -7.620 -0.003
H 9.577 4.369 -7.772 0.352
C -4.076 -1.791 9.717 -0.368
Br -4.074 -0.201 10.827 -0.057
Br -3.069 -1.514 8.081 0.001
Br -3.465 -3.354 10.690 -0.036
H -5.109 -1.979 9.428 0.383
C 5.113 -8.638 0.862 -0.142
Br 6.807 -7.836 0.359 -0.013
Br 5.295 -10.534 1.229 -0.026
Br 4.276 -7.697 2.337 0.030
H 4.448 -8.543 0.005 0.086
```

## Properties
HOMO level, Eh: -0.41379
Charge: +1

The following is a DFT calculation (ωB97M-V/def2-TZVPD) of C6H10O in the gas phase.

XYZ file:
```
17
Properties=species:S:1:pos:R:3:mulliken_charge:R:1
C -2.386 -0.085 0.083 -1.405
C -1.124 0.683 -0.215 0.213
C -0.064 1.066 0.776 -0.836
C 0.297 0.215 -0.415 0.185
C 1.103 -1.039 -0.173 -0.813
C 2.570 -0.623 -0.247 0.096
O 2.945 0.498 -0.498 -0.465
H -3.197 0.630 0.265 0.371
H -2.313 -0.740 0.955 0.310
H -2.670 -0.688 -0.787 0.318
H -1.313 1.484 -0.927 0.315
H 0.315 2.079 0.864 0.235
H -0.111 0.534 1.729 0.235
H 0.728 0.740 -1.260 0.293
H 0.963 -1.851 -0.902 0.312
H 0.940 -1.483 0.819 0.271
H 3.318 -1.421 -0.069 0.365
```

## Properties
HOMO level, Eh: -0.35961
ΔE to the lowest compared entry with this formula, charge and spin, kJ/mol: 105.87
Charge: 0

The following is a DFT calculation (ωB97M-V/def2-TZVPD) of 2 unconnected molecules or ions with the total composition C3H4O.

XYZ file:
```
8
Properties=species:S:1:pos:R:3:mulliken_charge:R:1
C -1.297 0.055 -0.520 0.344
C -0.417 -0.826 0.097 -0.432
C -0.353 0.821 0.145 -0.462
O -3.235 -0.015 0.211 -0.402
H -0.742 -1.558 0.875 0.260
H 0.473 -1.058 -0.534 0.219
H 0.584 1.046 -0.393 0.210
H -0.648 1.588 0.883 0.264
```

## Properties
HOMO level (spin up / spin down), Eh: -0.39633 / -0.31704
ΔE to the lowest compared entry with this formula, charge and spin, kJ/mol: 735.73
Charge: 0